The following is a DFT calculation (ωB97M-V/def2-TZVPD) of a structure of composition C57H75MoN5O4P2Sb2.

Values from the calculation:
Relative energy (zero: lowest compared OMol25 entry of this formula, charge and spin) = 0.0000 eV
E_LUMO (spin up / spin down) = -0.195 / -0.194 hartree
Orbital gap (spin up / spin down) = 6.6820 / 6.7066 eV
HOMO (spin up / spin down) = -11.98 / -11.99 eV

The geometry in ORCA input format:
```
! RIJCOSX wB97M-V def2-TZVPD def2/J DEFGRID3
* xyz 2 3
Mo -0.4297 -0.5789 -0.2878
C 3.2005 -2.5557 4.2139
C 3.6594 -2.8294 2.7969
C 4.9072 -3.6770 2.7699
O 2.6163 -3.4863 2.0870
C 1.8834 -2.5393 1.3536
C 2.8283 -1.3310 1.1938
O 3.9078 -1.6267 2.0542
C 2.1675 0.0597 1.5114
O 0.8629 0.0376 0.9057
C 1.9669 0.3487 3.0002
C 3.0467 0.5845 3.8503
C 2.8312 0.9032 5.1815
C 1.5374 1.0150 5.6853
C 0.4578 0.8165 4.8379
C 0.6750 0.4877 3.5007
C 3.0050 1.2097 0.9379
C 2.4229 2.4734 0.8472
C 3.1603 3.5654 0.4147
C 4.5006 3.4066 0.0681
C 5.0904 2.1558 0.1696
C 4.3497 1.0609 0.6094
C 1.3205 -3.1898 0.0665
O 0.5664 -2.1713 -0.6661
C 2.3800 -3.6813 -0.9410
C 3.5329 -4.3754 -0.5706
C 4.4213 -4.8439 -1.5355
C 4.1662 -4.6589 -2.8845
C 2.9994 -4.0116 -3.2682
C 2.1198 -3.5324 -2.3070
C 0.3879 -4.3673 0.4605
C 0.1141 -5.4049 -0.4311
C -0.7998 -6.4061 -0.1189
C -1.4541 -6.4057 1.1066
C -1.1529 -5.4108 2.0277
C -0.2410 -4.4130 1.7065
H 3.1338 -3.5068 4.7455
H 2.2223 -2.0670 4.2308
H 3.9188 -1.9154 4.7252
H 4.6552 -4.6996 3.0573
H 5.6373 -3.2822 3.4789
H 5.3503 -3.6737 1.7738
H 1.0371 -2.2063 1.9470
H 3.1943 -1.2791 0.1699
H 4.0588 0.5241 3.4702
H 3.6817 1.0733 5.8339
H 1.3766 1.2754 6.7256
H -0.5562 0.9372 5.2107
H -0.1639 0.3704 2.8319
H 1.3852 2.5955 1.1400
H 2.6974 4.5466 0.3588
H 5.0842 4.2603 -0.2564
H 6.1367 2.0266 -0.0864
H 4.8384 0.0964 0.7121
H 3.7282 -4.5822 0.4676
H 5.3147 -5.3752 -1.2188
H 4.8576 -5.0315 -3.6297
H 2.7682 -3.8784 -4.3211
H 1.2107 -3.0416 -2.6266
H 0.6299 -5.4540 -1.3833
H -0.9918 -7.1971 -0.8373
H -2.1647 -7.1884 1.3516
H -1.6061 -5.4293 3.0147
H 0.0248 -3.7052 2.4825
C 1.0937 2.1725 -2.5522
P 0.8845 0.3876 -2.2422
C 2.6227 -0.1474 -2.3111
C 0.2606 -0.3167 -3.8064
C 0.8373 0.0626 -5.0205
C 0.4795 -0.5713 -6.1975
C -0.4493 -1.6094 -6.1709
C -1.0423 -1.9748 -4.9759
C -0.7073 -1.3229 -3.7889
P -1.6556 -1.6452 -2.2631
C -3.2848 -1.0306 -2.8168
C -1.9370 -3.4358 -2.2334
H 1.9749 2.3268 -3.1718
H 1.2551 2.6763 -1.5992
H 0.2221 2.6080 -3.0492
H 3.0032 0.1157 -3.2958
H 2.7151 -1.2162 -2.1681
H 3.1984 0.3855 -1.5550
H 1.5790 0.8570 -5.0498
H 0.9287 -0.2647 -7.1358
H -0.7216 -2.1209 -7.0878
H -1.7762 -2.7749 -4.9767
H -3.4944 -1.4340 -3.8054
H -3.2844 0.0602 -2.8776
H -4.0701 -1.3561 -2.1319
H -2.5687 -3.7324 -3.0670
H -2.4304 -3.7071 -1.2970
H -0.9908 -3.9654 -2.2721
C -3.5568 3.7790 1.1282
Sb -1.5256 3.1949 1.5282
C -1.5656 4.0395 3.4971
C -0.5204 4.8647 0.5420
C -1.4292 5.8752 -0.1146
C -2.0624 6.8404 0.6768
C -2.9144 7.7894 0.1350
C -3.1416 7.7997 -1.2376
C -2.5096 6.8594 -2.0375
C -1.6546 5.8862 -1.4996
C -0.9982 4.8886 -2.4266
Sb -2.0401 2.9860 -2.3912
C -1.5249 2.3179 -4.3594
C -3.9403 3.7905 -2.9492
H -3.6913 4.8275 1.4110
H -4.2336 3.1544 1.7200
H -3.8014 3.6742 0.0670
H -2.0097 5.0355 3.4542
H -0.5554 4.1029 3.9052
H -2.1724 3.4093 4.1513
H 0.1615 4.4003 -0.1724
H 0.0770 5.3286 1.3317
H -1.8579 6.8539 1.7437
H -3.3826 8.5304 0.7744
H -3.7899 8.5464 -1.6843
H -2.6571 6.8919 -3.1135
H 0.0523 4.7216 -2.1865
H -1.0631 5.2183 -3.4621
H -1.3743 3.1836 -5.0092
H -2.3523 1.7172 -4.7519
H -0.6205 1.7027 -4.3515
H -3.7939 4.5046 -3.7642
H -4.3990 4.3083 -2.1047
H -4.5967 2.9859 -3.2911
C -4.4256 -2.4142 3.2791
N -3.0328 -2.0217 3.0350
C -2.0692 -2.2504 4.1207
C -2.6439 -1.5010 1.8674
N -1.4216 -1.3778 1.4681
N -3.6688 -1.0411 1.0375
C -3.5221 0.0366 0.1851
N -4.6678 0.6512 -0.1595
N -2.3661 0.4204 -0.2466
H -4.4321 -3.1902 4.0387
H -4.8791 -2.8532 2.3877
H -5.0353 -1.5819 3.6414
H -2.5718 -2.0589 5.0681
H -1.2305 -1.5585 4.0526
H -1.6966 -3.2784 4.1283
H -0.7680 -1.7057 2.1604
H -4.6029 -1.2588 1.3233
H -5.5427 0.4423 0.2860
H -4.6443 1.4448 -0.7756
H -2.4449 1.2404 -0.8526
*
```